DFT (ωB97M-V/def2-TZVPD) results for a molecular structure, C16H22AlBBrCaF4IN3O13PS.

**Total charge**: 0
**HOMO-LUMO gap**: 1.01 eV

Positions of all 65 atoms, in Å:
O 0.6604 2.6841 -4.2509
O 4.7095 -8.4030 2.0570
O -0.9955 1.8244 -3.3186
C 0.1491 -0.5167 0.5596
O -0.5126 -5.8716 3.3843
Al -3.1013 2.7984 3.7749
C 0.5344 -7.3841 -0.8784
F -3.7599 1.2033 3.2598
C -0.3009 -6.6529 2.4755
H -3.2948 5.5421 -2.0567
H -0.4745 -7.5341 -1.2780
C 5.4509 -8.4647 3.0631
P 0.5030 -1.5657 2.1420
H 5.8516 -8.1326 4.6454
H 1.6129 3.8804 1.9056
O 0.3137 -6.3327 1.2978
C 0.2623 1.9316 -0.8585
F -4.0924 3.4473 5.1315
N 1.0786 3.1234 2.3998
C -0.9585 -0.4344 -1.8956
F -1.3966 2.5965 4.3198
O -0.0576 7.8561 -2.4786
H -1.2061 6.7466 -6.1736
O 1.8061 4.0993 -0.9050
O 6.5600 -9.0222 3.2453
H -1.5383 -0.9523 -2.7983
Ca 1.1519 8.2492 -4.5561
H 0.0121 6.1577 -4.8563
H -0.2769 -9.4948 1.1267
O -1.9417 7.1009 -1.1958
B 1.4606 1.8139 1.7193
H -2.8151 7.8105 -4.2640
I -1.2184 -3.1886 -0.5527
O -0.6575 -7.9777 2.4931
C -0.5738 1.1502 -2.0789
C -2.5993 5.7885 -1.1183
N -0.0090 1.6599 -4.2199
H -2.4416 5.9755 -4.0166
C 0.5955 3.5168 -1.1264
O -0.4734 4.3534 -1.6929
H 1.6751 -1.1508 2.8695
H 0.6297 -2.9786 1.8916
H 1.5622 -7.9056 0.9457
C -1.9641 7.0601 -3.9791
H -1.2963 4.5780 0.3724
N -0.5937 -1.1965 -0.6087
H -1.4886 -8.2730 0.6552
C -0.7458 7.0210 -5.1239
S -1.0348 -1.2233 3.3475
H 0.8532 -6.3799 -1.1737
H 2.6244 0.9215 3.1728
H 1.1848 -8.1186 -1.3636
O 5.0466 -7.8502 4.1657
C -0.5273 -8.4302 1.1596
C 0.6390 1.0811 0.4952
H -3.3620 5.8599 -0.2020
H 1.4960 3.0901 3.3631
H -2.2696 3.5469 -0.8693
C 0.5709 -7.5584 0.6287
O 2.7213 1.1412 2.1809
F -3.1564 3.9466 2.3885
C -1.6013 4.5306 -0.7665
Br 2.5666 -6.5197 1.6323
C -1.3177 7.3485 -2.5020
H -0.2294 8.0771 -5.1099

DFT (ωB97M-V/def2-TZVPD) results for a molecular structure, C17H22InN6PS3Te.

**Total charge**: +2
**Energy above the lowest of the compared OMol25 structures with the same formula, charge and spin**: 2.146 eV
**HOMO-LUMO gap**: 5.46 eV

Positions of all 51 atoms, in Å:
N 3.6683 -0.8244 -1.0773
H -4.5193 -2.2959 -0.6611
C 5.1597 -0.9317 1.2253
N 3.8516 -1.2533 1.1982
H -0.9734 1.0883 -1.8770
In -1.3471 -0.9867 0.6603
H -2.0929 4.4699 -1.2710
C -0.5803 -7.5208 1.3647
H -6.2597 1.5904 0.7703
N -0.6386 4.4112 0.2442
H 1.2147 1.9227 1.4895
H -1.1163 3.5994 2.1160
H 6.8012 -0.2499 0.0407
N 1.2950 3.0456 -0.2655
C 3.0926 -1.1884 0.0685
C -1.2901 1.9857 -1.3373
H 1.2501 0.9724 -0.0003
N -3.7326 -0.4937 0.1154
C -4.6933 -1.3057 -0.2735
C -0.9998 -5.3492 0.3232
C 0.8487 1.8752 0.4599
H 0.2784 -5.8177 -1.3654
Te -1.8897 -3.6704 -0.3285
H -0.5348 5.2144 -1.6719
H 1.2746 5.1217 -0.1473
H 1.3492 3.8607 -2.1756
C -0.1492 -6.1416 -0.4279
S 1.4325 -1.6197 0.1657
S -1.4630 -6.1408 1.7774
N -0.5654 3.1413 -1.8219
C -5.6202 0.7729 0.4849
C 5.7609 -0.5318 0.0683
C 0.8133 4.2728 0.3572
C -1.0111 4.3706 -1.1736
H 1.0995 4.2876 1.4097
P -1.0133 1.7325 0.4948
C 0.0711 -7.3958 0.1645
H 1.2230 2.0891 -2.1301
H 3.3874 -1.5734 2.0396
C 0.8825 3.0167 -1.6673
H 0.6639 -8.1830 -0.2732
H -2.4559 3.6832 0.9580
H 5.3741 -0.2524 -2.0393
H -2.3588 2.1253 -1.5203
H 5.6669 -1.0192 2.1758
H -0.5802 -8.3827 2.0128
H -3.6210 1.4763 0.9200
S -6.2513 -0.6786 -0.1398
C 4.9529 -0.5189 -1.0770
C -4.2702 0.6977 0.5535
C -1.3846 3.5021 1.0637

DFT (ωB97M-V/def2-TZVPD) results for a molecular structure, C54H112N6O14.

**Total charge**: +2
**HOMO-LUMO gap**: 0.88 eV

Positions of all 186 atoms, in Å:
C -2.8470 -18.0064 -9.2623
O -1.2215 -15.2006 -4.7781
H -0.3566 -21.2769 1.2178
H 0.9032 -15.5101 -11.5464
C 3.0083 -12.9644 1.3685
C -0.5776 -18.8378 -9.1260
H 9.3272 -16.5856 -6.1548
C 0.4091 -15.3186 -10.5939
H 0.4853 -18.4476 -11.6571
C 16.4014 -10.5182 -11.7691
C 15.1163 -8.3250 -7.9637
H 17.4148 -11.5218 -13.3908
H 6.8232 -3.9457 -1.5409
H 14.9432 -18.2134 -7.3060
H 9.1409 -12.7564 -2.1494
H 14.1625 -7.8186 -8.1117
C 3.8772 -13.8544 4.9794
C 10.0529 -2.3828 0.5665
H 4.0435 -23.5762 -0.1517
C 5.4693 -13.5905 1.9453
H 5.2878 -14.4986 1.3703
H 6.1694 -15.8329 -7.6983
H 3.2902 -21.3966 -1.9692
H 2.4852 -21.1580 0.9618
H -0.4670 -24.2631 0.4219
H 4.8874 -9.0646 -5.5691
H 1.4544 -17.1067 -10.1783
H 5.7774 -14.4655 -5.5530
H 18.0972 -11.8714 -11.7492
H 11.8358 -2.9609 -0.5222
H -1.7124 -16.2701 -9.0001
C 16.2298 -10.9448 -10.3678
O 4.2417 -8.7446 -4.9349
N 7.7804 -15.2051 -5.4888
H 11.3620 -6.2924 -1.7148
C 8.7308 -2.3451 -0.1750
H 9.9141 -13.5025 -4.5704
C 0.5238 -16.6523 -9.8385
C 4.3962 -11.6873 3.0781
H 3.2862 -12.2483 0.5952
H -3.5629 -18.1388 -10.0735
H 4.7665 -10.9840 2.3323
H 6.9384 -18.2241 -6.0754
H 8.5028 -17.0680 -4.6620
C 3.3420 -21.6573 -0.9122
C -1.6970 -23.7089 2.2025
H -1.9287 -22.7020 2.5497
H 11.4860 -3.6832 1.0572
H 0.4254 -16.6678 -8.7530
H -0.6711 -21.2888 -1.1986
H 2.1841 -14.4495 -9.5090
C 7.3073 -17.3022 -6.5250
H 1.4200 -13.5160 -10.7638
C 9.4000 -1.4561 -2.4489
C 13.7368 -10.5875 -9.9778
C 6.1640 -16.3182 -6.7223
H -0.6069 -14.9276 -10.6489
H 8.2723 -1.3664 -0.0334
H 6.6425 -2.1729 -1.9461
H 0.8973 -22.2717 1.8114
H 8.0631 -3.0437 0.3294
H -1.6714 -14.8356 -4.0127
H 7.3944 -3.4194 -3.0660
O 13.5254 -16.2626 -8.8793
C 15.3116 -10.7560 -8.0610
H 13.7220 -11.6472 -10.2325
C 8.7981 -2.6898 -1.6900
H 2.0021 -12.7234 1.7117
H 2.9006 -11.9691 5.4764
O 14.2691 -17.5594 -7.1074
C 7.2463 -3.0753 -2.0424
O 6.4195 -8.5110 -4.8046
H 13.0730 -10.3008 -9.1621
H -1.2078 -19.0837 -11.6006
C 5.3047 -11.7088 4.4243
H 16.5294 -9.4362 -11.8014
H 6.3354 -11.7767 4.0763
H 8.4660 -5.0143 0.3082
C 2.1125 -21.1317 -0.0621
H 9.1746 -6.4907 -0.3209
C 9.5577 -14.1746 -3.7898
H -2.6466 -24.0945 1.8315
H 4.3074 -21.2821 -0.5725
H -1.0007 -17.3684 -12.1514
O 4.5288 -21.7530 -11.7406
C 9.4104 -5.4930 0.0494
H 9.7861 -2.5289 1.6132
C 0.1332 -22.2334 1.0350
C 1.2155 -14.2067 -9.9458
O -1.1245 -15.7209 -2.6738
H 5.9670 -13.5078 5.5094
C 4.0967 -13.0957 2.4570
H 10.8893 -13.4074 -2.1585
N 9.6811 -3.9188 -1.9248
H 14.6860 -11.6283 -7.8720
H 2.9357 -13.8699 0.7662
H 18.4034 -10.2936 -12.5212
C 1.9529 -23.5465 -0.3595
H 1.7598 -20.1201 -0.2628
H -0.2896 -18.5004 -8.1304
C 4.1336 -22.4552 -10.8186
C 0.1389 -21.9602 -1.4835
H 1.7624 -12.9480 4.9013
H 5.3099 -16.9860 -6.6099
C 11.0598 -3.4226 0.0884
H 9.3544 -14.0506 -6.4802
H 6.1773 -13.8876 2.7190
H 12.1446 -4.8810 -1.9700
C 15.5534 -8.7004 -9.4076
H -3.3754 -17.6235 -8.3892
H -1.1664 -24.3540 2.9028
H -2.2478 -19.6376 -8.0507
H 16.3186 -11.1621 -7.9648
C 14.3962 -17.0532 -8.2878
C 17.6920 -11.1131 -12.4190
C 8.1022 -14.7277 -4.0468
H 3.0739 -15.7576 5.9154
H 1.3407 -24.1661 -1.0148
N -0.6382 -17.6359 -10.1506
C 10.3974 -4.5620 -0.7378
H 3.5069 -11.2348 3.5170
H 5.9799 -12.7975 1.3989
H 10.3799 -1.3449 0.5052
C 15.1936 -9.5366 -7.1069
H 0.0074 -19.6351 -9.5843
C -0.6470 -15.9081 -3.8280
C 9.8320 -13.5706 -2.3675
H 13.5528 -9.9580 -10.8485
H 0.7622 -21.4832 -2.2398
C 11.6214 -5.3903 -1.1608
H 4.7409 -15.8101 5.3829
C 6.2924 -15.4259 -5.5304
H 0.6762 -13.5944 -9.2231
C 2.6743 -13.0353 5.4920
H 5.0326 -21.6005 -10.5465
H 15.9671 -11.9987 -10.2766
H 8.8511 -0.5166 -2.3835
H 10.3408 -1.1798 -1.9729
C 3.9868 -15.1673 5.8371
H 7.7840 -15.5251 -3.3753
O 3.3399 -15.3144 3.1085
C -2.0466 -19.2211 -9.0377
O 5.3076 -8.3380 -2.9159
O 15.4287 -17.3974 -8.9271
O 3.3634 -23.4273 -10.8354
H -2.3319 -16.4416 -10.7341
C 5.3230 -8.4668 -4.1872
H 2.3206 -13.3420 6.4763
H 3.7776 -23.6729 -1.8073
N 0.9984 -22.2471 -0.2269
H 7.8972 -13.0575 -6.1655
C 3.3836 -23.1754 -0.9212
O 4.7504 -22.0155 -9.7281
C 5.0491 -12.9504 5.3228
H 14.2399 -9.7195 -6.6117
H -1.5741 -22.9727 0.2644
H 15.4784 -10.5970 -12.3436
O 0.2216 -16.7296 -4.1058
C -0.5733 -18.1975 -11.5874
C -1.9232 -16.9241 -9.8463
H 9.4402 -1.6088 -3.5274
H 9.5282 -14.3223 -1.6389
H 5.2510 -10.7964 5.0183
H 9.9837 -5.8981 0.8833
H 7.6807 -17.6815 -7.4762
H -0.3239 -22.9104 -1.7499
H 7.4173 -13.8950 -3.8870
C -0.8429 -23.3906 0.9564
N 15.2118 -10.2238 -9.5306
H 16.0183 -9.5385 -6.3942
H 14.9943 -8.0901 -10.1168
H 7.7892 -14.3070 -7.3221
H 4.2883 -14.9277 6.8568
H 16.6342 -8.6020 -9.5092
H 2.0528 -24.0387 0.6079
N 3.7800 -14.0918 3.4846
H 5.9133 -16.0112 -4.6927
H 15.9204 -7.6591 -7.6503
H -2.2381 -20.0240 -9.7496
H 4.8760 -12.6007 6.3406
H 17.2141 -10.6855 -9.9778
H 12.3125 -5.7801 -0.4133
O 9.6663 -4.4592 -3.1433
C 8.3675 -16.6024 -5.6382
C 8.2695 -14.0602 -6.3753
H 10.2055 -15.0452 -3.8927

DFT (ωB97M-V/def2-TZVPD) results for a molecular structure, C11H27Li2NO6.

**Total charge**: 0
**Energy above the lowest of the compared OMol25 structures with the same formula, charge and spin**: 3.661 eV
**HOMO-LUMO gap**: 6.92 eV

Positions of all 47 atoms, in Å:
C 4.6080 -13.1975 -6.8509
H 5.7666 -11.9812 -10.2163
H 3.0754 -18.2492 -6.9806
H 3.9808 -18.3036 -10.0174
C 3.9123 -17.3228 -9.5469
H 6.6536 -17.0687 -8.7552
C 4.0662 -18.6136 -7.2522
C 5.3538 -15.7841 -6.3210
C 2.4376 -17.0565 -9.4091
O 5.8264 -13.2640 -7.4715
H 4.3833 -16.5817 -10.1926
H 3.5876 -15.6229 -7.4167
Li 7.0296 -13.4771 -7.8259
O 4.6711 -16.4210 -5.3292
H 2.0073 -17.3146 -10.3768
H 3.9440 -12.4120 -7.2119
H 6.3654 -16.1806 -6.4082
H 4.6783 -13.0543 -5.7727
H 3.6826 -15.5963 -11.1460
C 4.6146 -15.9192 -7.6304
H 3.5940 -20.6728 -7.0734
H 5.5591 -15.4377 -3.7594
C 3.8525 -20.0013 -7.8921
O 3.2674 -13.4203 -9.2758
H 6.9727 -12.7102 -11.1548
H 4.7183 -20.5756 -8.2218
H 4.9709 -17.1490 -3.3756
C 6.0811 -17.9254 -8.3996
H 4.7889 -18.6437 -6.4368
C 3.8277 -14.3358 -9.9676
H 4.0145 -14.1084 -6.9293
H 5.1660 -15.2111 -8.2490
O 4.9143 -14.8690 -9.5877
H 2.0905 -16.0410 -9.2186
H 6.1838 -18.7060 -9.1534
C 6.7499 -12.4420 -10.1221
C 5.4563 -16.4742 -4.0807
H 7.5225 -11.6805 -10.0160
H 2.9329 -20.0222 -8.4768
O 6.7090 -13.5446 -9.2742
N 4.5980 -17.4277 -8.1449
H 6.3670 -17.0525 -4.2367
H 5.3805 -14.7703 -5.9216
O 3.1805 -14.7938 -10.9859
Li 5.3941 -13.7876 -8.8349
H 6.6209 -18.2558 -7.5122
H 2.0383 -17.8476 -8.7744

DFT (ωB97M-V/def2-TZVPD) results for a molecular structure, C43H43N2P2PdSi.

**Total charge**: +1
**⟨S²⟩**: 2.007
**HOMO-LUMO gap (alpha / beta)**: 6.99 / 6.97 eV
**Spin multiplicity**: 3

Positions of all 92 atoms, in Å:
H 4.3409 -1.9092 3.4618
H 2.5366 3.7603 4.5901
C -3.8749 0.1067 4.9207
H 0.8678 -0.6160 -4.1205
C 0.8282 -1.5054 -3.5500
H -2.6228 3.3668 -1.1929
H -5.5633 0.1184 -2.0256
H 0.4169 4.7564 1.0256
Pd -0.8546 -0.1551 0.0617
H 1.0628 -4.5427 2.6376
N -4.4097 -1.2873 -3.2612
H -2.2600 -2.7329 -1.4187
C 4.4937 0.8780 0.9912
C 0.5666 -2.4636 2.5966
H 0.3856 -2.6897 -5.2882
C 0.9853 -1.5752 -2.1580
C -1.5298 0.0389 3.4294
C -3.5709 -2.4784 -3.0964
H -5.6111 -1.6295 -1.5855
H 1.6732 1.3228 4.3656
C 0.7178 3.9760 1.6834
H -3.7771 0.2754 -0.3866
H -4.7080 -1.3906 3.5009
C 0.5317 -3.9540 -3.6154
H -0.7131 1.4424 4.8691
H 3.2838 2.8720 -4.3537
C -3.8512 -0.7167 3.8142
H 6.4971 0.1200 0.8242
H -2.4595 3.7954 0.5715
C 0.5875 -2.6983 -4.2276
C 3.8009 -1.1421 -0.7825
C 0.6257 2.5148 -1.5088
H 3.5689 -1.9279 -1.5296
C 2.7223 -3.2825 3.0983
H -2.5678 -1.3206 2.1936
C -3.5774 -0.1441 -3.7217
H 2.9557 0.6564 -3.2475
C 1.0970 -1.1756 2.7816
H 0.7983 -4.9582 -1.6716
C -2.3039 -2.0678 -2.2596
C 2.4304 -0.9550 3.1277
C 1.3978 1.4224 -1.9496
P 1.0964 -0.1430 -1.0140
H -3.7965 -1.5883 -0.1918
H 0.3598 -4.7997 -4.2414
C 0.6624 1.7575 2.5286
C 3.2166 0.7327 0.5016
H 4.7670 1.6946 1.6173
C 1.7914 3.8312 -3.1432
H 0.1620 4.5941 -1.9452
C 1.6012 4.3264 2.7201
H 2.8221 0.0120 3.3191
H -3.0115 -0.4188 -4.6329
C -2.6438 -0.7079 3.0672
C 5.1162 -1.0270 -0.3529
H -1.3612 -2.1208 -2.7682
C 1.9381 3.4371 3.7371
H 5.9002 -1.6842 -0.7228
C 2.7862 -0.2907 -0.3206
C 0.7945 3.7201 -2.1962
C -1.9742 3.5611 -0.3543
H -1.5329 4.5376 -0.6462
H 2.5445 1.5059 0.8418
C -3.7803 -0.6691 -0.9059
H -3.3227 -2.7904 -4.0770
C -2.5475 0.3232 -2.6783
H -4.0636 -3.2975 -2.5855
H -2.7785 1.3777 6.2939
C -2.7739 0.8279 5.3462
H -2.7230 1.3266 -2.2170
C 1.3927 -3.5391 2.7880
C 5.4474 -0.0262 0.5279
C -1.6196 0.8524 4.5790
H -1.5575 0.3182 -3.1412
C 1.4783 2.1059 3.5881
P -0.1558 0.1415 2.3256
C -4.9350 -0.8532 -1.9466
H 3.2733 -4.1571 3.2088
H -0.4591 -2.5373 2.3174
H -4.7090 0.0592 5.6227
H 1.9129 4.7797 -3.6021
C 2.3237 1.5328 -2.9550
C 0.7793 -4.0111 -2.2465
Si -0.6484 2.2812 -0.0763
C 0.9202 -2.7853 -1.5179
H 1.0524 -2.8592 -0.4235
C 2.5763 2.7490 -3.5713
H -4.4072 0.5633 -4.0166
H 2.0477 5.3161 2.8043
C 0.2569 2.6869 1.5385
C 3.3153 -2.0400 3.2369
N -2.4513 -0.7105 -1.6137